Computed, not measured: the molecule C5H7N, with wB97M-V/def2-TZVPD.

```
13
Properties=species:S:1:pos:R:3:forces:R:3
C 1.8411 0.1583 -0.2089 0.034 0.033 -0.018
C 0.4223 0.2356 0.3316 0.150 0.059 0.024
C -0.4626 1.4105 0.0416 -0.190 -0.434 0.034
C -1.7203 0.8062 -0.1427 -0.003 0.183 -0.012
C -1.6260 -0.5889 -0.1302 0.215 -0.089 0.031
N -0.3758 -0.9788 0.0871 -0.232 0.093 0.003
H 2.4009 -0.6511 0.2760 -0.079 0.110 -0.112
H 1.8616 -0.0045 -1.2905 -0.093 0.056 0.131
H 2.3467 1.1025 0.0058 -0.078 -0.132 -0.039
H 0.4695 0.3495 1.4303 0.025 -0.038 -0.004
H -2.6638 1.3248 -0.2852 0.187 -0.086 -0.062
H -2.4130 -1.3307 -0.2529 0.119 0.123 -0.022
H -0.0664 -1.9362 0.1552 -0.057 0.122 0.046
```
Positions in Å, forces in eV/Å.

Energy above the lowest of the compared OMol25 structures with the same formula, charge and spin in kcal/mol: 66.35
Spin multiplicity: 1
HOMO-LUMO gap in eV: 8.25
Electronic energy in eV: -6785.6352